No. 1
158
Properties=species:S:1:pos:R:3:lowdin_charge:R:1 method="wB97M-V/def2-TZVPD" orbital_gap_ev=8.39 charge=+1
H -3.45438 2.06176 3.17861 0.11
C 0.36361 -3.76176 2.22515 -0.07
H -4.67300 5.79293 -4.92535 0.09
C -3.49359 1.83578 2.11397 -0.12
H -3.50305 1.43970 -4.67977 0.10
H 3.92294 3.74572 -2.11906 0.08
O -0.11548 -1.54294 1.32626 -0.29
H 2.40364 3.23500 -2.86944 0.07
H 0.14454 3.46669 -1.53947 0.07
H -2.93256 0.25046 4.17328 0.12
C 2.67986 5.32194 -0.11703 -0.04
N -0.30529 0.82721 3.07891 -0.22
H 1.54908 1.14315 4.03756 0.14
H 2.21373 -1.66853 1.59168 0.04
H -4.30741 2.42838 1.70047 0.13
C 3.83902 2.67967 0.37128 0.00
C -3.39846 3.59279 -5.85643 -0.06
H 0.47996 -5.71527 3.06072 0.08
H -1.50078 3.67893 0.17708 0.08
H 5.67412 -0.20359 2.71860 0.08
H -2.92971 4.47763 -1.76118 0.13
C 6.17489 0.77044 2.73526 -0.06
H 4.06150 0.20480 -3.82267 0.13
N -2.61974 -0.47375 2.21409 -0.21
H 0.17220 4.55095 -0.13183 0.07
C -3.12448 -6.99417 2.58807 -0.04
H -3.97239 -6.32530 2.41193 0.08
H 4.55365 3.23519 -0.22989 0.11
H 2.43209 -4.84017 3.72224 0.10
C -1.89334 -2.89457 2.11167 -0.15
C -2.12929 -6.39641 3.59842 -0.56
C 6.60867 2.92232 1.57086 -0.04
H 2.77499 4.94654 -2.70587 0.09
H -3.79045 -1.61960 -1.27803 0.08
H -0.49540 -7.69994 2.96445 0.09
H 0.63985 -2.86451 -1.91182 0.08
H -3.20937 3.78774 0.50014 0.13
C -3.14325 3.09617 -3.39214 -0.16
H -0.31880 -1.79506 -2.91410 0.06
H -1.94223 3.84128 2.87671 0.14
C -2.50298 -1.05309 -4.44466 -0.04
H 0.65230 -0.59130 -4.71055 0.11
H -5.11325 -1.75483 -3.91696 0.09
N 3.46453 -0.85862 -2.13605 -0.13
C 1.86968 -3.79659 1.88060 -0.51
H 3.71597 0.76324 3.12003 0.12
H -2.18294 -5.63420 5.63829 0.09
C -3.03295 0.73190 -2.73156 -0.08
C -2.92353 3.43084 -2.06647 0.00
C 1.18795 0.74596 3.08771 -0.11
H 2.41680 6.21574 -0.69234 0.09
H 3.05523 -2.90893 -2.22159 0.12
O 0.27401 1.89186 0.45474 -0.30
H 2.53650 -2.24595 3.24836 0.10
H 1.46672 -3.32097 -0.20013 0.04
H -3.87969 -2.16268 1.95889 0.13
C -2.05496 5.09849 -4.40336 -0.05
H 1.43084 -0.30296 3.07843 0.08
H -2.49146 -2.13439 -4.61567 0.10
C -3.35149 -0.70803 -3.20421 -0.51
H -0.30325 -1.18218 3.71434 0.11
H 1.32444 1.73220 -2.01216 0.05
H 1.49731 -5.05390 0.14608 0.10
C -1.36763 3.01398 2.45298 -0.15
C 3.35742 0.31943 -2.99781 -0.17
Hf -0.83804 0.30551 0.87091 1.59
H -4.66523 0.06614 2.49444 0.14
C -2.87898 -1.84897 1.66432 -0.11
H 6.07796 1.39158 -0.66551 0.08
C 3.03627 -2.04257 -2.88520 -0.17
N -2.19488 2.23029 1.49059 -0.20
H -0.33333 -7.09683 4.62965 0.09
H -5.44073 4.38071 -4.17706 0.09
C -1.04701 -7.43972 3.87339 -0.06
H 3.74362 -2.20995 -3.69719 0.13
H -2.09230 5.82731 -5.21821 0.09
H -4.49288 5.50316 -3.18913 0.08
H -3.26209 -7.00941 5.34405 0.09
C 2.15473 4.06210 -0.83915 -0.51
H -4.32946 3.03451 -5.99132 0.09
H -5.47058 -0.47178 -2.74459 0.09
C -0.19489 -4.91316 2.79460 0.03
H -2.86175 -1.76500 0.58146 0.09
H 2.33246 -5.90091 2.30074 0.09
C -3.23751 1.74015 -3.67318 0.02
H -1.13493 4.51393 -4.50723 0.09
C 1.03234 0.82507 -2.52996 -0.29
C -3.28998 4.18422 -4.45204 -0.56
H -1.59770 1.94260 4.30603 0.11
C -2.38871 -4.05783 2.67311 0.01
C 4.33673 1.85661 1.38117 -0.17
C 2.02940 1.42206 1.99046 -0.12
C -2.86230 -6.08790 4.90976 -0.05
C -2.39934 3.08858 0.28362 -0.11
H -2.13178 -1.91450 -1.81838 0.06
C -2.32361 -0.50136 3.67486 -0.11
H -0.03323 2.68518 4.08457 0.14
C 2.85777 3.97646 -2.20706 -0.04
C -4.83925 -0.74554 -3.59522 -0.04
H -3.46227 -4.13542 2.83312 0.12
H -3.39024 4.40095 -6.59000 0.09
O -2.18498 0.20286 -0.52713 -0.30
C 5.83515 1.59856 1.49708 -0.55
C 2.60800 -4.90034 2.64376 -0.06
H 0.55289 5.17589 -1.73502 0.10
H -2.59938 -1.46518 4.09548 0.14
H 2.23636 5.40940 0.87954 0.09
H -3.70096 -5.40234 4.75044 0.08
H -2.89981 -0.58250 -5.34709 0.09
C 0.66273 4.30723 -1.07929 -0.05
P 0.86544 -0.49279 -1.23656 1.07
H 7.25189 0.58797 2.76553 0.09
C -4.54964 5.01433 -4.16589 -0.04
C 0.65060 -1.90866 -2.43740 -0.28
H 3.02272 -4.14807 0.05611 0.10
C -0.82313 2.14196 3.56893 -0.11
H -2.55793 2.92949 -6.08049 0.09
H 3.63582 1.20312 -2.42085 0.11
C 2.69402 -0.68781 -0.90343 -0.28
C -3.80139 0.37009 1.89788 -0.15
H 5.73409 -0.13067 0.16668 0.08
C 3.39945 1.30957 2.23374 0.01
H 7.34487 0.60510 0.29127 0.09
C -0.52140 -2.72331 1.87883 -0.25
H 2.35429 -0.83846 -5.12251 0.13
H 3.76661 5.30085 -0.00053 0.08
H -1.51536 -8.35238 4.24923 0.09
C -1.55000 -5.10459 3.02790 -0.16
C -0.84109 -0.27055 3.94029 -0.13
H 3.04086 0.20347 -0.38010 0.07
H -0.67356 -0.04161 4.99596 0.14
N 1.69572 -1.91474 -3.46530 -0.13
C 2.49030 2.86944 0.10098 -0.09
H 2.86469 -1.53833 -0.24573 0.06
N 2.01974 0.51193 -3.56924 -0.13
C 6.27254 0.81923 0.24734 -0.04
H -2.00064 5.65239 -3.46145 0.08
H -5.06307 -0.05927 -4.41427 0.08
H 5.89828 1.29037 3.65919 0.09
C 2.60614 -2.48992 2.18114 -0.06
H -3.51921 -7.94494 2.96239 0.09
H -2.63484 -7.18024 1.62692 0.09
C -3.16364 -1.80961 -2.15348 -0.06
H -1.47459 -0.71201 -4.32668 0.05
H -4.04403 0.20916 0.85249 0.12
H 0.05225 1.00602 -2.98333 0.10
H 7.67253 2.72466 1.72817 0.09
H 3.66888 -2.60063 1.93552 0.09
C 1.65380 -0.70762 -4.29647 -0.17
C -2.62224 1.11814 -1.44673 -0.23
H 6.24881 3.54002 2.39848 0.09
H 6.51656 3.50123 0.64844 0.08
C 1.57361 2.07158 0.83252 -0.26
C 1.97415 -4.09737 0.37525 -0.03
H 3.68080 -4.78572 2.47241 0.09
H -0.53856 3.43552 1.89903 0.10
H -3.48069 -2.76256 -2.58914 0.10
C -2.67410 2.47379 -1.09149 -0.11

***

No. 2
163
Properties=species:S:1:pos:R:3:lowdin_charge:R:1 method="wB97M-V/def2-TZVPD" orbital_gap_ev=7.53 relative_energy_ev=32.318 smiles="CCOCCOCc1ccc2c(c1)Sc1c(Cc3ccccc3C)cc(OCCNC[C@@H](C)O)c(CCOC=O)c1N2S.C1CCOC1.C1CCOC1.C1CCOC1.C1CCOC1.C1CCOC1.C1CCOC1"
C -3.50015 -0.06875 -2.66628 -0.13
C -7.73487 7.86859 7.01763 -0.20
C 0.45250 4.72157 -0.12679 -0.11
C 4.84161 -5.82328 -4.60201 -0.21
H 7.24853 -7.00130 -2.93335 0.12
C -0.97188 4.04202 -0.58734 0.01
O 2.88413 -1.37198 -1.60957 -0.16
H 4.30103 -4.71883 7.56904 0.12
C -4.22158 -0.99988 -1.51001 -0.16
H -6.06778 4.08868 2.07869 0.10
C 8.94261 -10.84546 -7.94644 -0.18
H -6.59978 5.32888 5.89076 0.10
C 0.31425 -0.12959 4.56232 -0.21
H -3.85363 3.30884 2.82076 -0.13
C -9.80701 7.41120 8.02374 -0.18
C 1.92823 -3.57909 -0.56330 -0.18
C -1.07126 2.63418 1.97952 -0.21
C 3.96423 -3.12604 8.96231 -0.18
C -7.94148 4.00371 3.19117 -0.18
C -8.65955 8.38513 8.09827 -0.18
C -5.64024 1.92207 -2.68311 -0.14
H -5.59153 3.10325 -2.51695 0.09
H 3.76070 -0.90229 -1.83760 0.10
H -6.81519 5.67114 2.39097 0.12
H 8.26015 3.09165 0.28684 0.09
C 8.82159 -9.38150 -8.30900 -0.21
N 1.66230 -4.02356 0.85898 -0.11
H -9.01006 9.39148 7.84044 0.12
H 5.67790 -4.04232 9.91923 0.12
C -1.28250 0.50795 -4.44309 -0.06
C 3.20142 -2.51806 -0.69399 -0.33
H -10.74036 7.79897 8.43963 0.12
O 5.39849 4.38467 -1.47548 -0.24
H 3.46050 -2.02213 0.35718 0.15
H 6.73456 2.68535 -1.70626 0.13
H 4.17053 -4.95978 -4.57991 0.12
S -3.32488 2.10808 0.06721 0.81
C 9.11247 -9.53655 -6.00399 -0.21
O -5.97613 4.28399 -6.49099 -0.16
C -1.95815 1.93548 -4.99066 -0.07
H -10.28014 6.13712 6.31832 0.11
H -1.43992 4.25434 -1.66464 0.11
H 2.05541 4.89040 1.73981 0.09
H 2.36006 -4.79891 1.02993 0.12
H 4.44587 -4.38592 -1.39799 0.07
C -7.08677 3.40303 -6.70925 -0.21
H 0.34462 -3.11235 2.78445 0.11
C -1.69316 3.01706 0.47444 -0.34
C 4.56238 -3.21437 -1.32530 -0.09
H -6.79674 2.40675 -6.35805 0.11
C -5.98600 3.64125 -8.76978 -0.18
H -7.13137 8.66221 6.56771 0.12
H 3.14257 4.01167 -0.41233 0.12
O -8.56339 7.26468 6.01465 -0.16
H -3.92417 3.32348 -4.72475 0.08
C 5.47415 -2.96145 7.17143 -0.21
C 1.35486 5.73210 -1.05583 -0.17
C -3.42704 2.31368 -4.36798 -0.04
C -9.89236 7.13554 6.53848 -0.20
C 7.57029 4.00642 -0.04767 -0.12
H -6.52491 1.64382 -3.40017 0.08
H 9.98645 -11.16832 -8.03864 0.12
H 5.29916 -1.96247 6.75736 0.10
H 4.33403 4.18662 -3.41646 0.14
C -6.64020 4.67216 2.80503 -0.20
C -2.15076 0.36472 2.20986 -0.16
H 7.80209 -9.13407 -8.62432 0.12
C -4.17195 1.35037 -3.24245 -0.15
H 7.44144 -10.82441 -6.41797 0.12
N -1.80738 1.67358 2.88663 -0.51
H -1.72464 -0.91976 5.20643 0.14
H 2.20104 6.16781 -0.37492 0.13
H -0.24055 0.15449 -4.84388 0.07
H -3.22168 -3.47556 0.12139 0.11
H -6.43645 3.59129 5.55283 0.12
H 8.53652 -9.10794 -5.17874 0.10
O 9.10459 -8.63358 -7.11831 -0.15
H 5.51457 -2.30473 10.25715 0.12
C 0.32817 3.35464 2.45937 0.01
H 2.39186 2.81039 -1.66725 0.14
H 4.73613 -2.79057 -2.42389 0.09
H 7.43613 -5.27086 -3.29491 0.12
H -9.54804 6.49077 8.56046 0.12
S -3.19806 2.39374 3.66012 0.74
H -0.47002 -4.29162 0.11868 0.12
C 8.53486 -10.84581 -6.49576 -0.18
H -1.52177 -1.44903 -2.91597 0.09
C 7.05020 -6.48837 -5.04360 -0.19
C -0.30735 -4.04770 2.48720 -0.19
H 5.61381 -6.04413 -6.63432 0.12
C -8.15013 4.50757 4.59592 -0.18
C 1.04896 4.37466 1.39537 -0.02
H 0.98630 -2.98688 -0.96365 0.13
C 6.89712 -6.18419 -3.56938 -0.20
C -2.02839 -0.46393 -3.31281 -0.02
H -5.99706 4.04637 -9.78481 0.12
H -4.34257 -2.11269 -1.92410 0.12
H -0.19877 0.91104 4.84362 0.13
H 0.75840 3.10510 3.53114 0.09
H -1.40677 2.64640 -5.77339 0.09
H 6.22623 -4.63833 -5.74263 0.12
H 8.26307 4.66447 -0.75805 0.09
H -0.53182 -2.26792 4.62911 0.12
H -7.81332 2.91478 3.20265 0.12
C -2.96755 0.35860 0.75004 -0.30
C 2.88302 3.88637 -1.54690 -0.16
C -3.40123 -1.00146 -0.06245 -0.12
H 2.20913 -4.48159 -1.29104 0.13
H 5.52733 -2.98098 -0.68396 0.08
H -10.52357 7.87494 6.03359 0.12
H -7.94683 3.74221 -6.12535 0.12
H 8.90064 -11.71046 -5.93622 0.12
O 5.50079 -5.95493 -3.33502 -0.16
H 10.15134 -9.65746 -5.67921 0.12
H -5.63062 5.63400 -7.99868 0.12
O 2.01783 4.93423 -2.11042 -0.21
H 3.54077 -2.11510 8.93453 0.12
H 6.04657 -3.54493 6.44508 0.12
C 6.27566 3.38083 -0.85313 -0.27
H 3.30379 -3.75706 9.56243 0.12
H 4.24355 -6.72649 -4.76299 0.12
H 3.35176 -3.38897 6.87770 0.10
H -8.81056 3.87655 5.19604 0.12
H 4.61304 2.60032 -2.43494 0.12
C 5.37967 -3.07769 9.49506 -0.21
C 5.92570 -5.68856 -5.64902 -0.18
H -4.29642 4.50010 -7.69162 0.12
C -0.92524 -1.19613 4.36470 -0.12
H 0.87259 0.08559 3.53075 0.15
C -5.38406 4.59399 -7.76003 -0.21
H -5.41985 2.70241 -8.78129 0.12
H -5.89269 1.48324 -1.60199 0.06
H 0.71093 6.56542 -1.60841 0.15
H -8.57358 5.51851 4.56814 0.10
O 2.34465 -1.98682 4.12991 -0.07
H 8.32712 -11.49284 -8.57616 0.12
C -7.35920 3.40125 -8.19755 -0.18
H -0.02260 -4.90408 3.26603 0.14
H 3.47458 -0.86061 5.65637 0.15
O 6.23622 -2.80775 8.37677 -0.14
H 9.51357 -9.08691 -9.10276 0.12
C 4.17287 -3.62990 7.55756 -0.18
C -2.96039 -2.44445 0.65888 0.05
O -5.87813 4.82586 4.01038 -0.15
H -7.82430 2.47513 -8.54464 0.12
C 2.43720 -1.09095 5.14520 -0.12
C -6.73468 4.55591 5.12867 -0.19
C -1.71029 -1.07677 2.92993 0.01
H 6.88444 -7.55717 -5.22391 0.10
H -8.76259 4.24464 2.51130 0.12
C 4.35901 3.76118 -2.32335 -0.15
H -5.33231 -0.61673 -1.31577 0.11
C 0.22585 -4.55468 1.02236 -0.18
O -1.76113 -3.83703 2.58469 -0.18
H 0.34180 -5.73690 1.03163 0.12
O 1.22541 -0.44415 5.67435 -0.12
H -8.18388 8.43008 9.08124 0.12
H 5.65588 2.76640 -0.06497 0.13
H -7.06272 7.09586 7.40553 0.11
H 8.03665 -6.22440 -5.43310 0.12
H -8.02072 4.23623 -8.45746 0.12
H 7.29857 4.60400 0.92191 0.08
C -2.12024 -2.46507 2.09729 -0.08

***

HOMO across the listed records, respectively: -10.20; -7.65 eV.
LUMO level across the listed records, respectively: -0.0666; -0.0045 hartree.